Here is a cluster of 7 separate species, C20H57N7O10 in total at a distorted geometry from the Open Molecules 2025 dataset. Energies are from ωB97M-V/def2-TZVPD.

XYZ file:
```
94
Properties=species:S:1:pos:R:3:forces:R:3:lowdin_spin:R:1
C -15.42387 13.32748 8.85891 -0.735 -0.233 0.704 0.062
O -14.92451 14.25499 7.93214 -0.040 -0.252 0.055 0.010
C -15.94349 15.13381 7.45206 1.267 -0.855 0.145 0.005
C -15.31763 16.12198 6.51653 -0.070 1.482 -0.568 0.001
N -14.75933 17.34170 7.10027 0.046 -0.479 -0.385 0.000
C -13.56934 17.15618 7.92873 -1.150 1.239 1.442 0.001
C -13.56469 18.32881 9.01421 1.418 -3.257 -0.019 0.002
O -14.64478 18.19406 9.94500 -0.153 3.458 -2.326 0.007
C -14.93161 17.11528 10.74209 0.961 -0.791 0.373 0.022
H -14.66425 12.61423 9.17885 0.129 0.260 -0.203 0.017
H -16.30796 12.77557 8.53973 0.040 -0.379 -0.962 0.011
H -15.87440 13.78287 9.74080 0.558 0.590 0.458 0.023
H -16.36745 15.64709 8.31515 -0.532 0.077 -0.045 0.004
H -16.66175 14.53014 6.89729 -0.480 -0.004 0.173 0.001
H -16.11771 16.48833 5.87329 -0.156 -0.085 -0.243 0.000
H -14.56533 15.71158 5.84294 -0.027 -0.520 0.172 0.000
H -15.52087 17.81341 7.56681 0.279 0.204 0.481 0.000
H -12.68508 17.15308 7.29140 0.174 0.206 0.145 0.000
H -13.60627 16.21984 8.48553 0.164 -0.201 -0.071 0.001
H -13.39611 19.25365 8.46253 -1.438 0.527 0.505 0.000
H -12.65391 18.23640 9.60587 0.402 -0.227 0.024 0.001
H -14.17305 16.97556 11.51227 0.470 -0.352 -0.029 0.016
H -15.00328 16.23491 10.10341 -0.425 -0.459 0.538 0.004
H -15.81299 17.36314 11.33355 -0.388 -0.250 -0.514 0.004
C -22.60478 16.27959 14.11415 1.388 0.581 -2.081 0.010
O -21.82822 17.28297 13.30428 -1.302 -0.347 0.895 0.006
C -21.98834 18.68300 13.56815 -0.253 -0.333 -1.146 0.002
C -21.15683 19.54691 12.55772 1.285 -0.625 2.126 0.002
N -21.35832 19.42823 11.14110 -0.011 0.349 -0.086 0.001
C -21.02575 20.66864 10.36722 -1.704 -0.865 0.209 0.001
C -22.14358 21.81029 10.50911 1.470 -0.870 0.358 0.000
O -21.91795 22.86499 9.63319 -0.169 0.972 -0.969 0.000
C -22.21975 22.59146 8.28102 0.059 0.089 -0.200 0.000
H -21.94400 15.42184 13.98877 -0.079 -0.085 0.500 0.004
H -23.51614 16.00760 13.58166 -0.265 0.386 0.011 0.000
H -22.83137 16.45620 15.16562 0.385 0.632 -0.043 0.001
H -21.71101 18.81589 14.61387 0.340 0.661 -0.054 0.001
H -23.00315 19.06129 13.44497 -0.754 -0.487 0.145 0.000
H -20.13612 19.26780 12.81916 0.340 0.195 -0.339 0.001
H -21.25929 20.59329 12.84529 -0.185 0.227 0.540 0.000
H -22.31796 19.14727 10.99872 -0.160 0.095 -0.531 0.000
H -20.87696 20.24278 9.37494 -0.576 0.626 -0.466 0.000
H -20.03893 21.08566 10.56815 -0.121 -0.145 0.735 0.000
H -22.06465 22.27403 11.49238 0.242 -0.181 0.202 0.000
H -23.17839 21.46975 10.47326 -0.124 -0.586 -0.446 0.000
H -21.62289 21.75617 7.91477 -0.058 -0.038 -0.162 0.000
H -22.03548 23.46849 7.66055 0.520 0.129 0.320 0.000
H -23.27665 22.40778 8.08783 -0.323 -0.446 0.427 0.000
C -27.29684 23.39051 18.03952 0.743 -0.006 0.520 0.000
O -25.98761 23.97256 18.32157 0.038 -1.434 -0.431 0.000
C -24.94769 22.95072 18.61705 0.222 0.549 0.469 0.000
C -23.58195 23.22243 17.93564 -1.291 0.143 1.011 0.000
N -23.70272 22.79847 16.58523 0.052 0.356 -2.200 0.000
C -22.49557 23.00678 15.77749 1.938 -1.672 1.065 0.000
C -21.58229 21.66608 15.85310 0.153 2.425 -0.919 0.001
O -20.24363 22.08687 15.53706 1.652 -0.558 0.221 0.005
C -19.11916 21.08580 15.57509 -2.328 -0.120 -0.248 0.018
H -28.14330 24.03884 18.26598 0.536 0.708 0.283 0.000
H -27.44170 22.53331 18.69704 0.007 -0.313 -0.277 0.000
H -27.44057 23.14139 16.98814 0.437 -0.343 -0.070 0.000
H -25.22437 21.92872 18.35808 -0.503 0.164 -0.352 0.000
H -24.78540 22.93928 19.69483 -0.169 0.260 0.210 0.000
H -22.77481 22.67636 18.42394 -0.184 -0.256 0.227 0.000
H -23.35467 24.27771 18.08666 0.170 0.419 -0.225 0.000
H -24.41663 23.38019 16.17046 -0.406 -0.124 -0.100 0.000
H -21.90859 23.82407 16.19653 0.267 0.169 -0.027 0.000
H -22.60672 23.21262 14.71289 -0.721 0.019 0.167 0.000
H -21.97400 21.09227 15.01323 0.033 -0.861 0.550 0.000
H -21.65895 21.25136 16.85820 -0.073 -0.432 -0.172 0.001
H -19.46917 20.18718 15.06706 -0.087 -0.171 0.154 0.003
H -18.81386 20.81316 16.58531 -0.304 0.298 0.224 0.008
H -18.22263 21.33898 15.00919 -0.528 1.060 -0.040 0.004
C -16.79704 21.39547 10.56475 0.587 -3.042 3.558 0.002
O -16.40604 22.05014 9.66612 0.741 2.030 -3.246 0.000
N -16.24280 20.19407 10.95344 0.153 0.733 -1.167 0.002
N -17.72930 21.74952 11.46094 -1.746 1.448 0.513 0.001
H -16.59887 19.71902 11.77053 0.281 -0.145 -0.263 0.001
H -15.56136 19.83612 10.29951 -0.127 -0.563 0.637 0.000
H -17.86094 21.20641 12.30225 -0.233 0.094 -0.138 0.001
H -18.19296 22.63342 11.30656 0.085 -0.237 0.339 0.000
C -17.32494 15.38455 13.54009 -0.326 3.677 1.708 0.123
O -18.07969 16.34343 13.57738 -0.591 1.750 -0.562 0.025
N -17.66955 14.21708 13.20244 -2.183 -5.728 -2.222 0.072
N -16.09078 15.38652 13.98777 3.314 0.983 1.138 0.086
H -16.98530 13.49673 13.38412 -0.327 -0.569 -0.467 0.109
H -18.42510 14.03629 12.55704 0.066 0.096 0.314 0.029
H -15.69695 16.15857 14.50637 -0.239 -0.061 -0.113 0.042
H -15.56102 14.52789 13.94082 0.395 0.133 0.102 0.116
O -17.77573 19.34208 13.44042 -0.107 0.638 -0.635 0.016
H -17.45985 19.31956 14.34371 0.426 -0.053 0.478 0.006
H -17.69465 18.43846 13.13523 -0.286 -0.949 0.058 0.002
O -16.37917 19.85351 15.85901 0.123 -0.224 -0.225 0.066
H -16.35251 20.80237 15.98228 0.130 0.379 0.003 0.013
H -16.62884 19.50713 16.71570 -0.046 -0.301 0.354 0.023
```
Forces are in eV/Å.

Properties
Charge: -1
Gap between HOMO and LUMO (spin up / spin down): 1.86 / 8.45 eV
LUMO level (spin up / spin down): 2.18 / 2.18 eV
HOMO (spin up / spin down): 0.322 / -6.274 eV
Multiplicity: 2

---

Here is a cluster of 2 separate species, C5H15N3 in total at a distorted geometry from the Open Molecules 2025 dataset. Energies are from ωB97M-V/def2-TZVPD.

XYZ file:
```
23
Properties=species:S:1:pos:R:3:forces:R:3:mulliken_charge:R:1
C -0.55764 -3.11243 0.29005 -2.007 -2.405 -1.383 -0.370
C 0.99529 -1.59893 0.37589 1.294 0.996 -2.239 -0.684
C 1.24913 2.96487 0.10328 -1.556 3.036 1.341 -1.185
C -0.70780 2.52343 -1.38346 0.868 0.004 -2.841 -1.038
C 0.22397 2.18145 -0.40346 -0.793 0.584 0.039 0.953
N 0.62553 -2.80565 0.89634 -1.003 -2.246 0.712 -0.147
N -1.25066 -1.53224 0.21951 0.527 0.708 -3.537 -0.222
N -0.18554 -0.67358 0.57708 1.162 0.433 0.794 -0.515
H -0.47246 -3.45850 -0.77167 0.131 1.086 0.607 0.314
H -1.27944 -3.90673 0.70145 1.071 1.717 0.276 0.349
H 1.94717 -1.26753 0.73505 0.212 0.761 0.568 0.441
H 1.15485 -1.82268 -0.72438 -0.375 0.975 0.892 0.366
H 0.96466 3.13096 1.20384 -0.055 -0.366 -0.800 0.396
H 2.09567 2.41772 0.23427 2.950 -1.395 0.295 0.394
H 1.33190 3.97955 -0.27263 0.344 -0.131 -0.372 0.366
H -0.38534 1.61917 -2.14085 -0.655 2.048 0.920 0.312
H -0.89159 3.52686 -1.79691 1.716 -0.061 -0.198 0.388
H -1.71113 2.35533 -1.25255 -2.621 -1.863 1.046 0.397
H 0.14052 1.19283 -0.03573 -0.021 -0.999 0.235 0.188
H 0.58332 -2.86981 1.88651 0.278 -0.147 1.059 0.302
H -2.06359 -1.40616 0.72401 -2.048 0.073 2.310 0.318
H -1.58638 -1.12801 -0.72943 0.887 -1.683 1.307 0.337
H -0.22044 -0.30991 1.56380 -0.306 -1.125 -1.031 0.338
```
Forces are in eV/Å.

Properties
Charge: +2
Gap between HOMO and LUMO: 9.29 eV
LUMO level: -9.12 eV
Energy relative to the best compared isomer or geometry (same formula, charge and spin): 6.409 eV
HOMO: -18.409 eV

---

Here is a structure of composition C31H30I2N6O2SSeTi at a distorted geometry from the Open Molecules 2025 dataset. Energies are from ωB97M-V/def2-TZVPD.

XYZ file:
```
74
Properties=species:S:1:pos:R:3:forces:R:3:mulliken_charge:R:1
Ti 0.37153 0.49726 0.15199 0.634 -0.836 0.906 -0.587
I 2.63589 7.74713 0.38581 0.002 0.011 0.003 0.180
C 1.92335 5.82740 0.03858 -0.057 0.152 -0.042 -0.559
C 0.77432 5.64786 -0.72403 0.039 0.015 0.031 -0.017
C 0.30287 4.36634 -0.95604 -0.210 -0.155 -0.121 -0.519
I -1.43728 4.04961 -2.06243 0.114 0.017 0.060 0.046
C 0.98910 3.27700 -0.43508 -0.150 -0.075 -0.166 -0.408
O 0.55506 2.00016 -0.67033 0.237 1.794 -0.725 0.633
C 2.12536 3.45261 0.34321 0.129 -0.156 0.137 1.229
C 2.85512 2.24979 0.87971 -0.156 -0.006 -0.031 -1.452
N 1.93999 1.24668 1.51152 -0.031 0.126 0.385 0.017
C 1.32019 1.75040 2.77253 -0.011 -0.018 -0.168 -1.483
C -0.14324 2.07391 2.61269 0.012 -0.112 -0.032 0.973
C -0.80361 2.83174 3.56145 -0.024 0.116 0.046 -1.060
C -2.15765 3.06847 3.40652 -0.041 0.034 0.040 -0.504
C -2.81736 2.53957 2.30477 -0.089 0.076 0.095 -1.095
C -2.10257 1.78528 1.40635 0.182 -0.088 -0.096 -0.835
N -0.78752 1.54474 1.56150 -0.096 0.491 0.623 1.402
C 2.59021 4.73778 0.57686 0.046 -0.034 0.094 -0.703
H 0.24974 6.50100 -1.13275 0.004 -0.023 0.013 0.443
H 3.59162 2.56862 1.61613 0.077 0.019 0.024 0.553
H 3.38733 1.73613 0.07868 0.005 -0.076 -0.071 0.396
H 2.51156 0.44132 1.75127 0.074 0.029 0.030 0.450
H 1.84858 2.63560 3.12405 0.064 0.035 0.022 0.590
H 1.42170 0.98484 3.54081 0.001 -0.076 0.034 0.526
H -0.25728 3.23426 4.40556 -0.027 0.002 -0.040 0.560
H -2.69466 3.66443 4.13341 0.015 -0.015 -0.018 0.488
H -3.87143 2.71310 2.14139 0.014 -0.005 0.006 0.527
H -2.56790 1.35535 0.53136 -0.001 -0.025 -0.051 0.731
H 3.47877 4.88961 1.17783 -0.018 -0.014 -0.016 0.503
C -2.33015 -1.94547 4.33961 0.007 0.023 -0.004 -0.812
C -1.47420 -2.98353 3.63245 -0.059 0.071 -0.038 -0.929
N -1.73110 -2.99467 2.18119 -0.066 -0.165 0.107 0.316
C -2.83156 -3.88500 1.73416 0.060 -0.020 0.054 -0.630
C -2.31481 -5.25947 1.34016 0.062 0.028 0.026 -1.090
C -1.02637 -2.31137 1.31880 0.104 0.023 -0.043 0.738
S 0.31878 -1.32624 1.87717 -0.129 -0.207 -0.001 -0.598
N -1.29709 -2.52345 -0.00151 -0.030 -0.044 0.216 -0.033
C -1.23706 -1.60088 -0.88949 -0.229 0.191 0.121 -0.227
O -1.03997 -0.31617 -0.55329 -1.009 -0.943 -0.968 -0.068
C -1.39661 -1.88621 -2.31501 0.023 0.153 -0.015 0.718
C -1.14077 -0.88948 -3.26111 -0.005 -0.023 0.023 -0.201
C -1.29769 -1.16388 -4.60780 0.011 -0.014 -0.012 -1.043
C -1.72338 -2.42401 -5.01005 -0.006 0.003 -0.031 -0.410
C -1.97893 -3.41684 -4.07112 -0.003 -0.033 -0.008 -0.787
C -1.81369 -3.15338 -2.72449 0.046 -0.044 0.010 -0.410
H -2.08201 -1.92786 5.40044 -0.024 -0.007 -0.012 0.410
H -3.39322 -2.16903 4.24611 0.015 0.010 -0.015 0.343
H -2.14429 -0.95253 3.92485 0.006 -0.008 0.022 0.068
H -1.69744 -3.98681 3.99100 -0.005 -0.034 0.006 0.417
H -0.41837 -2.79844 3.80520 0.030 -0.028 -0.037 0.486
H -3.35836 -3.40648 0.91563 -0.007 0.033 -0.051 0.417
H -3.51814 -3.95954 2.57586 -0.013 0.040 0.004 0.447
H -1.63275 -5.18709 0.49331 -0.022 -0.014 0.021 0.252
H -3.15262 -5.89708 1.05936 0.014 0.015 0.008 0.380
H -1.79318 -5.73702 2.17122 -0.018 0.004 -0.026 0.356
H -0.82914 0.09573 -2.94167 -0.007 0.045 0.000 0.559
H -1.09917 -0.39647 -5.34489 -0.018 -0.019 0.028 0.472
H -1.86668 -2.63150 -6.06277 0.023 -0.006 0.019 0.431
H -2.31257 -4.39413 -4.39315 0.002 0.018 0.004 0.456
H -2.01169 -3.91358 -1.98104 -0.016 -0.001 -0.015 0.493
Se 2.04130 -2.39956 -0.50301 0.051 0.010 0.187 0.416
N 1.81222 -0.62629 -0.86478 0.546 -0.346 -0.587 -0.108
C 2.46865 -0.37086 -2.01749 -0.116 0.032 0.128 0.992
C 2.55175 0.87517 -2.69755 0.039 -0.035 -0.023 -0.201
C 3.26719 0.93500 -3.85284 0.018 0.003 -0.041 -0.918
C 3.94378 -0.19738 -4.40963 0.027 0.085 -0.061 -0.676
C 3.88810 -1.40202 -3.80253 -0.010 -0.066 0.029 -0.757
C 3.13870 -1.51841 -2.58988 -0.010 -0.012 0.031 0.334
N 3.00908 -2.64962 -1.92255 0.054 0.058 -0.121 -0.738
H 2.05301 1.75120 -2.31954 -0.021 0.015 0.008 0.676
H 3.32524 1.88068 -4.37833 0.024 -0.034 0.012 0.496
H 4.50591 -0.07725 -5.32651 -0.039 0.026 0.025 0.433
H 4.38753 -2.27682 -4.19777 -0.038 0.013 0.048 0.504
```
Forces are in eV/Å.

Properties
Charge: +2
Gap between HOMO and LUMO: 6.54 eV
LUMO level: -6.69 eV
Energy relative to the best compared isomer or geometry (same formula, charge and spin): 0.000 eV
HOMO: -13.222 eV